The following is a DFT calculation (wB97M-V/def2-TZVPD) of a 12-piece molecular cluster, C68H70F6O24 overall at a distorted geometry.

Results
HOMO-LUMO gap: 8.3 eV
Lowest unoccupied orbital energy: 0.4 eV
Spin multiplicity: 1
Total charge: 0
SMILES string: CCOC(=O)C(F)(F)F.CCOC(=O)C(F)(F)F.Oc1ccc(O)cc1.Oc1ccc(O)cc1.Oc1ccc(O)cc1.Oc1ccc(O)cc1.Oc1ccc(O)cc1.Oc1ccc(O)cc1.Oc1ccc(O)cc1.Oc1ccc(O)cc1.Oc1ccc(O)cc1.Oc1ccc(O)cc1
HOMO energy: -7.837 eV

```
168
Properties=species:S:1:pos:R:3:forces:R:3:mulliken_charge:R:1
C -4.14724 -1.01549 0.08479 -0.9 0.7 0.9 -0.3666
C -3.66019 -2.20097 0.91973 -1.3 0.8 -1.5 -0.0227
O -4.35393 -3.39825 0.43511 -0.5 -0.4 -0.2 -0.2572
C -4.03067 -4.52814 1.01509 0.3 0.7 0.8 0.2571
O -3.07326 -4.64652 1.73354 0.0 -0.6 0.1 -0.5780
C -5.01470 -5.72952 0.81257 0.9 -0.1 -0.5 0.6519
F -4.92985 -6.11359 -0.48885 -0.3 0.1 0.3 -0.2251
F -4.61314 -6.75305 1.56539 -0.1 0.2 -0.2 -0.2443
F -6.27440 -5.46753 1.11279 0.0 0.3 -0.1 -0.2396
H -5.14912 -0.57003 0.35291 1.0 -0.7 0.2 0.4052
H -4.28203 -1.29495 -0.94472 0.4 -0.2 -0.5 0.2251
H -3.40638 -0.20698 0.18770 -0.2 -0.4 -0.3 -0.4460
H -3.84902 -2.12774 1.94754 -0.6 0.2 1.5 0.6344
H -2.61260 -2.22860 0.84946 1.5 -0.8 -0.6 -0.1075
C -3.31006 3.21956 -1.69084 -0.4 -0.1 0.2 -1.0890
C -3.68173 2.70340 -3.05599 0.2 0.9 0.0 0.5384
O -4.94494 2.00787 -2.82777 0.3 -1.6 -1.6 -0.3098
C -5.05749 0.78540 -3.39788 2.6 -0.1 -0.7 0.3641
O -4.18615 0.12995 -3.98345 -2.1 1.7 1.4 -0.5389
C -6.45142 0.24294 -3.08978 2.9 -1.8 0.6 0.8361
F -6.67235 -0.87403 -3.78158 -0.4 0.2 0.0 -0.2536
F -6.37097 -0.10622 -1.77375 -0.9 0.2 -0.3 -0.2065
F -7.33910 1.12575 -3.30944 -2.2 1.2 -0.1 -0.2218
H -4.00042 3.97048 -1.38446 -0.5 0.8 0.2 0.4946
H -2.31403 3.59682 -1.55790 0.6 0.2 -0.4 0.3991
H -3.45654 2.42427 -0.97003 0.2 -0.4 0.1 -0.0052
H -2.90077 2.06644 -3.42430 0.0 -0.7 -0.2 -0.2017
H -3.84928 3.46325 -3.85847 0.0 -0.4 0.9 0.2018
C 1.45381 4.06439 0.56649 0.7 -1.1 0.2 -0.0464
C 2.69391 4.03301 -0.07442 -0.8 1.2 -0.6 -0.8681
C 2.95671 4.98803 -1.04040 -1.8 0.3 -0.4 0.4924
C 1.92974 5.91435 -1.40343 0.9 -1.2 1.1 -0.5246
C 0.71661 5.96143 -0.74315 1.5 -0.4 -0.3 -1.0226
C 0.52280 5.02044 0.26469 -0.5 1.3 0.1 0.5814
O -0.56760 5.23342 1.01410 -1.0 -1.0 1.5 -0.6863
O 4.13882 4.93922 -1.74619 0.1 -0.1 0.0 -0.5947
H 1.21400 3.28187 1.29529 0.2 0.4 -0.1 0.3482
H 3.43174 3.31600 0.14927 0.7 -0.8 0.3 0.7755
H 2.12899 6.64923 -2.12985 0.3 0.8 -1.0 0.4780
H 0.05131 6.78531 -0.95455 -0.4 -0.3 0.2 0.4964
H -0.63995 4.50504 1.70349 0.0 0.9 -1.2 0.1700
H 4.06304 5.61812 -2.41914 0.3 0.1 -0.2 0.2444
C 3.36172 -2.36098 -1.51069 -1.3 0.9 -0.8 0.6522
C 2.84608 -3.15381 -2.56094 1.2 -0.1 1.9 -0.6378
C 3.60472 -4.28387 -2.87408 -1.9 0.0 -0.1 0.1032
C 4.76334 -4.57453 -2.17781 0.4 -0.9 -0.5 -0.5901
C 5.25610 -3.73894 -1.17911 0.1 -1.4 -1.2 -0.4296
C 4.58923 -2.58315 -0.91462 -0.3 -0.1 -0.2 -0.3345
O 5.16052 -1.73814 -0.03816 0.1 1.9 0.4 -0.5847
O 2.96114 -5.21075 -3.71999 2.3 0.1 -0.7 -0.5348
H 2.76522 -1.51174 -1.13897 0.3 -0.4 -0.3 0.3076
H 1.82052 -3.01885 -2.87785 0.2 0.0 -0.4 0.5873
H 5.27227 -5.51080 -2.46400 -0.2 0.5 0.5 0.2870
H 6.13400 -4.02975 -0.63285 0.3 0.2 0.1 0.5228
H 4.99994 -0.80082 -0.34077 -0.1 -1.0 0.6 0.3780
H 3.69670 -5.57882 -4.27944 -1.3 0.2 0.7 0.3254
C -2.32752 -3.36889 -3.08359 -0.1 0.4 1.4 -0.9958
C -2.54067 -4.65366 -2.50242 0.3 2.5 -0.8 -0.4958
C -1.64053 -5.01706 -1.53569 1.1 0.6 0.1 0.3356
C -0.60178 -4.14396 -1.11236 -0.1 -0.6 0.1 -1.0649
C -0.45488 -2.85639 -1.63887 0.2 -0.3 0.6 0.3829
C -1.36363 -2.44023 -2.58702 -1.6 -0.7 -1.3 -0.4937
O -1.34691 -1.10981 -3.01998 1.1 -0.6 0.5 0.2445
O -1.70172 -6.27290 -1.04574 1.0 -0.3 1.2 -0.6009
H -3.04746 -2.97212 -3.76986 -0.3 0.0 -0.5 0.5897
H -3.42302 -5.26452 -2.71805 0.5 0.2 -0.3 0.3432
H 0.08971 -4.51353 -0.33921 -0.3 0.2 -0.5 0.6203
H 0.34249 -2.17501 -1.30361 -0.5 -0.4 0.0 0.7930
H -2.06349 -0.86012 -3.60183 -0.8 -0.4 -0.1 -0.0312
H -2.55548 -6.63100 -1.24188 -0.7 -0.5 -0.2 0.3136
C -2.00656 -1.81970 7.34396 -0.7 1.8 0.2 -0.9291
C -2.06154 -2.10187 5.97616 0.0 1.0 -0.2 -0.6354
C -1.80430 -1.08494 5.01429 1.1 -1.7 0.7 -0.3020
C -1.39194 0.14916 5.49323 -0.5 0.6 -0.9 -0.6131
C -1.41960 0.51017 6.85714 0.0 -1.3 -0.7 -0.4676
C -1.77038 -0.46709 7.79171 0.9 -0.7 -0.9 0.8577
O -1.68285 -0.14721 9.12608 -0.4 -0.4 -0.4 -0.5718
O -1.66532 -1.40096 3.64671 -0.6 1.7 1.1 0.4964
H -2.30732 -2.54501 8.09492 0.3 -0.1 -0.2 0.3971
H -2.28000 -3.09077 5.60031 0.0 -0.2 0.2 0.4415
H -1.08477 0.83278 4.69749 -0.1 0.3 0.4 1.0618
H -1.03634 1.46667 7.19978 -0.2 0.1 -0.2 0.2843
H -1.46092 0.79197 9.15471 -0.1 -0.2 0.3 0.2962
H -1.59993 -2.35162 3.46665 0.3 -0.5 0.4 -0.2575
C -0.39372 3.34164 -4.69458 -1.1 -1.4 -0.1 -0.7521
C -1.17970 4.29081 -5.32803 0.1 -1.0 -0.5 -0.7308
C -2.08713 3.90248 -6.33507 0.8 1.0 0.4 0.8170
C -2.34400 2.59639 -6.54821 0.3 -1.8 -0.4 -0.7924
C -1.68940 1.60545 -5.80467 1.3 0.1 0.5 -0.0557
C -0.64569 1.94497 -4.91156 -1.4 1.2 -0.4 -0.1686
O 0.05022 1.10786 -4.10731 0.5 -0.8 0.1 0.0674
O -2.61423 4.81439 -7.20460 0.3 1.2 0.5 -0.5801
H 0.31659 3.58033 -3.92445 0.2 0.3 0.1 0.7279
H -1.05583 5.32984 -5.11828 0.2 0.6 0.1 0.4005
H -2.88396 2.26487 -7.42994 -0.4 0.3 0.3 0.4435
H -1.92647 0.57293 -6.02594 0.1 -0.1 0.1 0.4531
H -0.12150 0.13907 -4.16152 -0.3 1.0 -0.2 0.0115
H -2.18842 5.66856 -6.97239 -0.6 -0.6 -0.5 0.3113
C 3.03241 -0.27878 5.42985 -0.5 0.8 0.7 -0.4085
C 4.32829 -0.70615 5.58418 0.1 -0.3 -0.1 -0.4535
C 5.35869 0.13143 5.13344 0.2 -2.5 0.0 0.5898
C 5.03341 1.30889 4.53478 1.4 1.7 0.1 -0.6426
C 3.74422 1.82251 4.53893 -0.3 1.0 -0.6 -0.5479
C 2.74916 1.01842 4.99357 -2.1 -0.9 -0.1 0.3574
O 1.39721 1.42880 4.94674 1.2 -0.2 0.1 -0.4506
O 6.62119 -0.48842 5.14494 0.0 1.7 0.1 -0.5583
H 2.16137 -0.80288 5.79362 0.1 -0.7 0.1 0.4655
H 4.56086 -1.69140 6.00304 -0.1 0.4 -0.2 0.4188
H 5.85454 1.93830 4.18204 -0.3 -0.1 -0.1 0.3524
H 3.47759 2.81641 4.13946 0.4 -0.6 0.2 0.3914
H 0.81333 0.71371 5.26556 0.6 0.3 -0.1 0.0362
H 7.32902 0.19585 5.13174 -0.8 -0.7 -0.1 0.3085
C -3.84459 4.12227 4.35547 1.6 -0.1 0.0 -0.5263
C -2.57215 3.94109 3.74559 -0.1 0.7 0.5 -0.4723
C -2.38240 3.04762 2.69743 -0.2 0.5 1.3 -0.2051
C -3.45961 2.26561 2.36196 -0.7 -0.5 -0.6 0.5134
C -4.71266 2.42359 2.91840 -0.5 1.6 2.2 -0.9559
C -4.95426 3.36882 3.96770 2.2 0.2 -1.1 0.7337
O -6.14393 3.61319 4.56760 -0.2 -0.4 0.0 -0.5655
O -1.15110 2.89976 2.10106 -0.6 -0.2 0.4 -0.0176
H -3.85056 4.84452 5.20458 -0.4 -0.6 -0.7 0.1928
H -1.73117 4.54616 4.13143 -0.5 -0.4 -0.4 0.3401
H -3.33447 1.49262 1.62384 0.0 -0.2 -0.3 0.3476
H -5.54050 1.81496 2.69304 -0.7 -0.9 -0.7 0.5646
H -5.92133 4.20697 5.29744 -0.5 -0.1 -0.1 0.2842
H -1.29144 2.28003 1.37307 0.4 -0.2 -0.1 -0.4027
C 4.36593 2.67404 -6.55526 -1.0 -0.8 -0.4 -0.6194
C 4.45769 2.82957 -5.17440 1.2 2.3 -1.4 -0.5320
C 4.27680 1.80158 -4.32063 0.8 -1.0 2.1 0.7728
C 4.02774 0.51963 -4.79510 -1.0 0.6 -2.1 -0.7652
C 3.86171 0.38971 -6.21137 0.4 0.1 1.0 -0.4882
C 4.02666 1.43566 -7.11262 0.0 -0.1 0.9 0.5108
O 3.82660 1.31569 -8.47285 0.2 0.6 0.4 -0.5519
O 4.57822 2.02604 -2.95062 -0.4 -1.5 -1.1 -0.6414
H 4.38829 3.48380 -7.24322 0.5 0.8 -0.2 0.4351
H 4.87494 3.79315 -4.78273 -0.8 -0.9 -0.3 0.2978
H 3.76940 -0.34120 -4.20508 0.3 -0.1 0.5 0.6204
H 3.63744 -0.56638 -6.63279 -0.2 -0.7 0.1 0.3163
H 3.74342 0.40922 -8.78962 0.0 0.0 0.5 0.2997
H 4.35607 2.90717 -2.65548 -0.1 0.8 -0.1 0.0662
C 0.87479 -5.40478 2.64763 -0.5 -0.3 -0.6 -0.6357
C 2.20477 -5.50776 2.19988 -0.8 -0.4 0.6 -0.6572
C 3.08370 -4.47260 2.42265 0.7 -0.1 -1.1 0.3467
C 2.60860 -3.31931 3.01308 0.2 -1.3 -0.8 -0.0899
C 1.29275 -3.16146 3.27752 -2.0 1.1 1.6 0.5530
C 0.39620 -4.19576 3.13070 -0.3 -0.7 -0.7 -0.4946
O -0.95996 -3.98844 3.40114 -0.1 -0.3 -0.3 -0.4594
O 4.34162 -4.61134 1.84137 -0.8 -0.6 0.4 -0.5910
H 0.12027 -6.20259 2.52029 0.8 0.2 -0.1 0.3782
H 2.57547 -6.38185 1.69657 -0.1 -0.3 -0.1 0.4741
H 3.26076 -2.54413 3.12123 1.7 2.2 0.4 0.6188
H 0.88117 -2.23716 3.72615 0.5 -0.4 -0.4 -0.1170
H -1.58076 -4.47223 2.79441 1.0 0.3 0.5 0.3503
H 4.99067 -3.94524 2.06671 -0.2 0.5 0.3 0.3360
C 1.26094 0.10768 1.58092 -0.6 1.1 -1.7 0.4995
C 2.52392 0.41736 1.04212 -1.8 -1.2 2.6 -1.1274
C 2.65761 0.72663 -0.26842 0.2 1.1 -1.2 0.7000
C 1.56240 0.99270 -1.06405 -1.0 -0.8 -0.7 0.5427
C 0.24450 0.72796 -0.57081 1.8 0.2 -0.3 -0.4508
C 0.11267 0.29567 0.72100 1.4 -0.9 2.5 0.1848
O -1.11379 0.01476 1.27792 -0.5 0.1 0.2 1.4846
O 3.95266 0.87274 -0.67539 0.4 -0.1 -0.9 -1.0152
H 1.03682 -0.17187 2.62102 0.6 0.2 -0.5 -0.4521
H 3.40593 0.38792 1.65311 0.3 -0.2 0.2 0.5537
H 1.70861 1.24884 -2.13384 -0.2 0.0 0.8 -0.0577
H -0.58695 0.78111 -1.23206 -0.6 0.2 -0.4 0.7008
H -1.06497 -0.25234 2.23694 0.1 0.1 -1.1 -1.0081
H 4.02383 1.03252 -1.65340 0.0 0.2 0.7 0.2812
```
Positions in Å, forces in eV/Å.



The following is a DFT calculation (wB97M-V/def2-TZVPD) of C2H4O2Pb as an isolated structure at a distorted geometry.

Results
HOMO-LUMO gap: 9.3 eV
Lowest unoccupied orbital energy: -11.1 eV
Spin multiplicity: 1
Total charge: +2
HOMO energy: -20.346 eV
Energy above the lowest of the compared OMol25 structures with the same formula, charge and spin: 0.00 kJ/mol

```
9
Properties=species:S:1:pos:R:3:forces:R:3:mulliken_charge:R:1
C -0.41081 0.39286 0.14901 2.6 0.1 -3.2 0.3668
C -1.18327 -0.53503 -0.62420 1.6 -2.9 2.2 -0.7568
O 0.73575 -0.20225 0.35290 -0.3 1.5 1.2 -0.0199
H -0.33251 1.46368 -0.05908 -0.4 0.3 1.2 0.3632
H -1.62522 -0.01938 -1.48711 0.3 -0.4 -0.1 0.3380
H -1.96017 -0.99344 0.00323 -0.4 -0.1 -0.4 0.3530
Pb 3.09582 0.55688 1.92966 1.5 0.0 1.4 1.4686
O 1.83194 0.66811 0.32468 -0.4 0.7 -0.3 -0.4338
H -0.15153 -1.33144 -0.58910 -4.5 0.9 -1.9 0.3210
```
Positions in Å, forces in eV/Å.